# 1
11
Properties=species:S:1:pos:R:3:forces:R:3:mulliken_charge:R:1 method="wB97M-V/def2-TZVPD" multiplicity=1 de_lowest_kcal_mol=80.57 energy_ev=-37620.93026 smiles="S=CSN/C=N/S" orbital_gap_ev=8.18 lumo_energy_ev=-0.68
S 0.99730 -0.87910 3.00176 -2.1 0.6 -1.2 -0.21
C -0.22903 -0.75576 1.85733 -0.7 -1.0 2.1 -0.11
S 0.22921 -1.46479 0.31923 -1.7 1.8 0.9 0.08
N -1.14618 -0.74533 -0.54156 -0.1 -5.3 -0.2 -0.32
C -0.85147 0.15859 -1.48749 -1.0 2.2 -0.6 0.01
N 0.06672 0.98175 -1.31894 1.5 2.5 -1.1 -0.37
S -0.08354 2.35724 -2.48624 1.7 1.4 3.3 -0.20
H -1.50590 -0.51179 2.09658 4.2 -0.5 -1.0 0.28
H -1.57475 -1.59808 -1.00246 0.0 1.5 0.8 0.31
H -1.63211 0.37562 -2.20080 -0.5 -0.6 -0.5 0.34
H 0.46440 3.44865 -1.44490 -1.3 -2.6 -2.4 0.18

***

# 2
19
Properties=species:S:1:pos:R:3:forces:R:3:mulliken_spin:R:1 method="wB97M-V/def2-TZVPD" multiplicity=2 de_lowest_kcal_mol=4.55 s2=0.7502 energy_ev=-8982.72218 orbital_gap_ev="2.92 / 10.62" lumo_energy_ev="-0.03 / -0.08"
Cs 0.01123 -1.81198 1.55562 0.0 -0.5 0.1 0.96
C 1.17838 1.27717 2.84256 0.0 0.6 0.2 0.06
C 0.70308 1.79425 1.47993 1.0 -1.0 1.1 -0.01
O -0.44467 1.04940 1.10021 -0.3 0.3 -0.3 -0.01
H 1.40970 0.21322 2.89352 -0.1 0.1 -0.3 -0.04
H 0.45669 1.50027 3.62836 0.0 0.0 0.1 0.00
H 2.12399 1.77700 3.05254 0.0 0.1 0.3 -0.01
H 1.54866 1.56561 0.83122 -0.3 0.3 -0.7 0.01
H 0.57617 2.87436 1.55314 -0.4 -0.1 -0.3 0.00
H -1.15040 1.61246 0.77387 0.1 0.1 0.0 0.00
C -1.16329 -0.61654 -2.75216 -0.5 0.3 -0.9 -0.03
C -0.77705 -1.74374 -1.88221 0.5 -0.4 1.5 0.00
O 0.60669 -1.67047 -1.60230 1.1 0.5 0.1 0.05
H -2.23205 -0.64011 -2.96502 0.0 -0.3 -0.3 0.00
H -0.56432 -0.64277 -3.66247 -0.2 0.3 -0.1 0.00
H -1.05998 0.33059 -2.22267 0.6 0.0 0.0 0.00
H -0.95287 -2.77908 -2.17416 -0.8 0.3 -0.5 0.01
H -1.25220 -1.53891 -0.92284 -0.7 -0.5 0.1 0.00
H 0.98226 -2.55075 -1.52714 0.0 -0.2 -0.1 0.00

***

# 3
8
Properties=species:S:1:pos:R:3:forces:R:3:mulliken_charge:R:1 method="wB97M-V/def2-TZVPD" multiplicity=1 de_lowest_kcal_mol=157.73 energy_ev=-63948.27455 orbital_gap_ev="7.57 / 7.76" lumo_energy_ev="-2.59 / -2.38"
C -1.21183 -0.62123 0.01874 2.3 0.6 1.5 0.54
N -0.36240 -0.19465 -0.79550 1.6 0.2 -0.2 -0.34
O -0.06984 2.11095 1.25022 1.6 -1.3 -1.8 -0.39
P 1.15370 0.54292 -0.38646 -3.4 1.3 2.9 0.67
Cl -2.68738 -1.13011 -0.44319 -2.3 -0.7 -0.9 -0.10
Cl -0.98567 -0.77716 1.75136 0.0 -0.1 -0.4 -0.09
Cl 1.94437 0.83408 -2.18105 0.3 -0.3 0.0 -0.13
Cl 2.21906 -0.76480 0.78588 0.0 0.3 -1.0 -0.15

***

# 4
14
Properties=species:S:1:pos:R:3:forces:R:3:mulliken_charge:R:1 method="wB97M-V/def2-TZVPD" multiplicity=1 de_lowest_kcal_mol=115.74 charge=+1 energy_ev=-6793.06928 smiles="CC=C=C1C[NH2+]1" orbital_gap_ev=10.39 lumo_energy_ev=-3.76
C 2.58710 0.40070 -0.11410 -0.2 2.5 -0.1 -0.93
C 1.70068 -0.43364 0.79545 -2.2 0.8 -0.4 -0.14
C 0.37249 -0.24709 0.65926 -2.6 0.4 -1.5 0.20
C -0.92371 -0.01980 0.24531 2.1 1.5 2.7 -0.11
C -2.40503 0.62726 0.28509 2.5 -1.8 -0.6 -0.29
N -1.93899 -0.54458 -0.58208 0.8 -3.8 -3.1 -0.24
H 3.06506 -0.28088 -0.76926 0.6 -0.6 -0.8 0.30
H 3.40948 1.21121 0.16936 -1.8 -2.1 0.5 0.30
H 1.84246 1.00609 -0.68699 0.9 -0.4 0.0 0.28
H 2.03198 -1.27605 1.38855 0.2 0.2 0.3 0.37
H -3.17374 0.33261 1.03030 0.8 0.3 -0.6 0.28
H -2.58919 1.39266 -0.44956 0.0 0.8 0.6 0.28
H -1.74137 -0.67392 -1.69012 -1.0 1.3 2.9 0.38
H -2.23722 -1.49457 -0.28120 -0.1 0.8 -0.1 0.34

***

# 5
66
Properties=species:S:1:pos:R:3:forces:R:3:mulliken_charge:R:1 method="wB97M-V/def2-TZVPD" multiplicity=1 de_lowest_kcal_mol=68.25 energy_ev=-36576.02008 smiles=COC[C@H](C)N.COC[C@H](C)N.OCCO.OCCO.O.O.O.O orbital_gap_ev=9.15 lumo_energy_ev=0.22
C 6.06951 1.73939 -2.29911 0.0 0.3 1.5 -0.76
O 6.19682 0.33536 -2.14369 0.4 0.6 -0.6 -0.31
C 5.18971 -0.39452 -2.76372 -1.0 -0.8 0.4 -0.74
C 4.86096 -1.64315 -1.88909 2.6 2.1 -0.6 0.28
C 6.08057 -2.58340 -1.67557 -0.7 0.7 0.8 -1.28
N 3.78445 -2.29406 -2.51626 -1.0 -1.3 -0.3 -0.70
H 7.03497 2.22060 -2.14287 0.2 -0.3 -0.7 0.24
H 5.53293 2.10319 -1.42285 -0.6 0.1 0.0 0.30
H 5.54000 2.09568 -3.18272 0.3 -0.3 -0.3 0.34
H 4.26329 0.15495 -2.93087 -0.3 0.5 0.8 0.47
H 5.38293 -0.62242 -3.81197 0.9 -0.7 -0.2 0.32
H 4.58214 -1.24512 -0.91343 -0.2 0.0 0.0 0.28
H 6.26515 -3.22076 -2.54033 0.0 0.0 0.0 0.29
H 5.77663 -3.15049 -0.79574 0.2 -0.7 -0.2 0.37
H 6.99365 -2.08345 -1.35239 0.0 0.3 -0.3 0.35
H 4.14555 -2.58534 -3.41340 -0.2 0.0 -0.6 0.29
H 3.74905 -3.18399 -2.03995 -0.8 -0.4 0.2 0.29
C -2.38911 4.27714 -5.48694 -0.2 1.0 0.7 -0.73
O -3.22725 5.21249 -6.16904 -1.0 -0.1 -0.1 -0.29
C -4.22506 5.99382 -5.39865 1.8 0.2 -1.4 -0.65
C -5.23350 6.64558 -6.37295 -1.4 0.5 -2.0 0.68
C -4.71535 7.27435 -7.72216 1.5 -0.5 0.9 -1.43
N -6.02296 7.66259 -5.69633 0.0 0.4 1.5 -0.67
H -2.94744 3.54098 -4.90862 -0.2 0.0 0.1 0.29
H -1.72696 4.83714 -4.82660 0.0 0.0 0.5 0.29
H -1.69799 3.72935 -6.12754 -0.5 0.3 -0.7 0.25
H -4.69514 5.39432 -4.61909 -0.2 -0.1 -0.1 0.33
H -3.70099 6.83276 -4.94079 0.1 0.0 0.4 0.31
H -5.94626 5.90564 -6.73704 0.2 -0.7 0.1 0.11
H -5.42816 7.49235 -8.51745 -0.6 -0.4 0.5 0.37
H -3.95503 6.60109 -8.11809 -0.1 -0.1 -0.2 0.35
H -4.17521 8.21093 -7.58375 0.0 0.2 0.5 0.38
H -6.43104 8.43811 -6.19846 0.4 -0.4 -0.5 0.20
H -6.73880 7.29598 -5.08537 0.1 -0.1 0.0 0.20
O 3.70406 -4.54100 8.77163 0.1 0.6 0.0 -0.53
C 3.37560 -5.31051 7.61771 0.7 -1.2 1.6 -0.31
C 3.02874 -4.48224 6.44158 -0.3 1.2 0.0 -0.27
O 2.45517 -5.28939 5.47903 -0.7 -1.3 -1.4 -0.51
H 4.58164 -4.73698 9.10785 0.0 -0.1 -0.2 0.31
H 4.20623 -5.95519 7.33044 0.2 -0.1 0.0 0.26
H 2.59405 -5.98905 7.95957 -0.5 0.1 -0.6 0.24
H 3.93779 -4.06283 6.01050 0.1 0.4 0.2 0.17
H 2.31319 -3.70030 6.69585 0.3 0.3 0.3 0.33
H 1.59968 -4.95040 5.20549 0.1 0.0 0.1 0.32
O -3.56513 -4.14443 4.64990 0.0 0.1 0.5 -0.50
C -3.93638 -3.85543 6.00157 0.0 0.8 -0.5 -0.10
C -5.32619 -4.39205 6.25282 0.2 0.7 0.5 -0.70
O -5.19716 -5.76604 6.46191 -0.5 -1.2 0.2 -0.49
H -4.16959 -4.84652 4.39835 0.3 -0.2 -0.4 0.31
H -3.21827 -4.27420 6.70658 -0.1 -0.4 0.0 0.20
H -3.87067 -2.77760 6.15023 -0.2 0.2 -0.2 0.28
H -5.97699 -4.22574 5.39440 0.1 0.1 -0.3 0.32
H -5.82639 -3.88669 7.07896 0.1 0.0 0.3 0.36
H -5.36161 -5.96849 7.38579 0.1 -0.1 -0.1 0.31
O -2.54510 -3.93270 -3.67825 -0.2 0.1 0.0 -0.64
H -2.54949 -4.88739 -3.60915 -0.1 -0.2 0.0 0.32
H -1.61822 -3.69473 -3.65593 0.2 0.1 0.0 0.32
O -0.53375 -0.51214 0.59191 0.0 0.3 0.1 -0.64
H -0.20784 -0.96677 -0.18482 0.1 -0.1 -0.2 0.32
H -1.02678 -1.17838 1.07075 -0.2 -0.2 0.2 0.32
O -1.05448 4.08394 1.82517 0.1 0.2 0.0 -0.64
H -1.67999 3.94182 2.53564 -0.2 0.0 0.2 0.31
H -0.95527 3.22377 1.41713 0.1 -0.3 -0.2 0.32
O 3.19353 2.20112 4.82452 0.2 0.1 -0.1 -0.64
H 3.11108 1.77454 5.67744 0.0 -0.1 0.2 0.32
H 2.32648 2.11491 4.42826 -0.2 0.0 -0.2 0.32

***

Please write out number 1 again, unchanged.
11
Properties=species:S:1:pos:R:3:forces:R:3:mulliken_charge:R:1 method="wB97M-V/def2-TZVPD" multiplicity=1 de_lowest_kcal_mol=80.57 energy_ev=-37620.93026 smiles="S=CSN/C=N/S" orbital_gap_ev=8.18 lumo_energy_ev=-0.68
S 0.99730 -0.87910 3.00176 -2.1 0.6 -1.2 -0.21
C -0.22903 -0.75576 1.85733 -0.7 -1.0 2.1 -0.11
S 0.22921 -1.46479 0.31923 -1.7 1.8 0.9 0.08
N -1.14618 -0.74533 -0.54156 -0.1 -5.3 -0.2 -0.32
C -0.85147 0.15859 -1.48749 -1.0 2.2 -0.6 0.01
N 0.06672 0.98175 -1.31894 1.5 2.5 -1.1 -0.37
S -0.08354 2.35724 -2.48624 1.7 1.4 3.3 -0.20
H -1.50590 -0.51179 2.09658 4.2 -0.5 -1.0 0.28
H -1.57475 -1.59808 -1.00246 0.0 1.5 0.8 0.31
H -1.63211 0.37562 -2.20080 -0.5 -0.6 -0.5 0.34
H 0.46440 3.44865 -1.44490 -1.3 -2.6 -2.4 0.18

***

Q: Look up the multiplicity of the fifth one.
A: 1